Computed, not measured: a molecular structure, C19H44F6N6O21PS4 in a non-equilibrium geometry, with the ωB97M-V functional and the def2-TZVPD basis.

Structure (ORCA input):
```
! RIJCOSX wB97M-V def2-TZVPD def2/J DEFGRID3
* xyz 0 2
P -1.553 -0.660 -0.592
F -3.046 -0.852 -1.200
F -1.011 0.284 -1.750
F -2.178 0.706 0.116
F -0.167 -0.518 0.214
F -2.109 -1.522 0.659
F -0.948 -1.999 -1.318
C -3.992 2.122 -3.110
O -4.416 2.997 -3.798
N -3.629 0.991 -3.562
N -3.816 2.229 -1.824
H -3.303 0.266 -2.939
H -3.797 0.745 -4.527
H -3.211 1.625 -1.286
H -4.067 3.077 -1.337
C -2.299 -2.680 -4.710
O -2.992 -3.548 -4.211
N -2.323 -2.215 -5.916
N -1.310 -2.102 -4.111
H -3.264 -2.333 -6.264
H -1.807 -1.369 -6.112
H -1.137 -2.031 -3.119
H -0.836 -1.438 -4.706
C -5.658 1.062 1.414
O -5.699 2.157 0.898
N -6.715 0.475 1.905
N -4.569 0.458 1.777
H -6.622 -0.275 2.575
H -7.557 0.974 1.657
H -4.820 -0.454 2.130
H -3.664 0.653 1.373
C -0.604 1.694 2.885
C -1.094 0.440 3.703
O -1.651 0.914 4.920
S -2.010 2.578 4.855
O -1.175 3.363 5.685
O -3.417 2.878 4.926
O -1.444 2.734 3.307
H -0.667 1.568 1.804
H 0.427 2.007 3.049
H -0.287 -0.287 3.792
H -1.894 -0.168 3.282
C 2.416 0.599 2.097
C 3.545 -0.202 1.382
O 4.214 0.970 0.930
S 4.292 2.270 1.915
O 3.766 3.474 1.270
O 5.571 2.298 2.706
O 3.140 1.545 2.804
H 1.874 -0.072 2.764
H 1.738 1.163 1.456
H 3.137 -0.691 0.497
H 4.144 -0.848 2.025
C 1.634 -4.276 -1.332
C 1.722 -2.831 -1.737
O 3.039 -2.451 -1.771
S 4.108 -3.572 -1.145
O 4.997 -3.042 -0.115
O 4.667 -4.388 -2.201
O 2.785 -4.411 -0.519
H 1.825 -5.026 -2.100
H 0.690 -4.448 -0.816
H 1.315 -2.224 -0.929
H 1.195 -2.425 -2.601
C 2.363 0.883 -3.385
C 3.273 0.626 -2.144
O 4.312 -0.121 -2.578
S 4.157 -0.535 -4.169
O 4.430 -1.946 -4.298
O 4.865 0.405 -5.011
O 2.566 -0.304 -4.195
H 2.711 1.740 -3.962
H 1.279 0.874 -3.268
H 2.727 -0.047 -1.482
H 3.516 1.609 -1.740
C 0.748 -4.247 4.360
C -0.019 -3.984 3.093
C 0.963 -3.488 2.023
O 1.725 -2.532 2.852
C 1.922 -3.144 4.202
H 1.130 -5.268 4.392
H 0.144 -4.033 5.241
H -0.856 -3.330 3.338
H -0.452 -4.895 2.680
H 0.560 -3.065 1.103
H 1.667 -4.233 1.653
H 1.940 -2.413 5.010
H 2.866 -3.650 4.402
C 1.038 3.959 -0.445
C 0.637 4.890 0.673
C -0.632 5.538 0.064
O -0.714 5.084 -1.275
C -0.180 3.733 -1.318
H 1.300 3.021 0.045
H 1.848 4.362 -1.054
H 1.365 5.647 0.966
H 0.320 4.405 1.596
H -0.384 6.592 0.188
H -1.542 5.294 0.611
H -0.080 3.475 -2.373
H -1.000 3.140 -0.913
*
```

Values from the calculation:
Kohn-Sham gap (spin up / spin down) ... 9.6576 / 3.6636 eV
LUMO level (spin up / spin down) ... -0.6 / -6.6 eV

Computed, not measured: a single H4O3SSi molecule in a non-equilibrium geometry, with the ωB97M-V functional and the def2-TZVPD basis.

Structure (ORCA input):
```
! RIJCOSX wB97M-V def2-TZVPD def2/J DEFGRID3
* xyz 0 1
O 0.887 -1.459 -0.493
Si -0.098 -0.148 -0.053
O -1.037 0.199 -1.324
O 0.773 1.363 0.461
S -1.216 -0.848 1.562
H 1.766 -1.527 -0.761
H -0.614 0.902 -1.769
H 0.308 1.885 1.089
H -1.401 -1.947 0.719
*
```

Values from the calculation:
Kohn-Sham gap ... 10.2617 eV
ΔE to the lowest compared entry with this formula, charge and spin ... 46.6 kJ/mol
LUMO level ... 0.3 eV
SMILES ... O[Si](O)(O)S

Computed, not measured: a gas-phase ion, C19H22Cl2N5S (charge +1) in a non-equilibrium geometry, with the ωB97M-V functional and the def2-TZVPD basis.

Structure (ORCA input):
```
! RIJCOSX wB97M-V def2-TZVPD def2/J DEFGRID3
* xyz 1 1
C 2.925 3.592 1.315
N 2.282 3.244 0.038
C 3.162 3.579 -1.091
C 0.945 3.883 -0.094
C -0.149 3.072 0.593
C -0.541 1.830 -0.230
N -0.820 0.687 0.596
C 0.114 -0.058 1.271
S 1.795 0.394 1.379
C 2.579 -1.164 0.793
C 1.772 -1.769 -0.302
C 1.077 -2.970 -0.116
Cl 1.218 -3.845 1.356
C 0.263 -3.484 -1.118
C 0.128 -2.816 -2.319
C 0.812 -1.632 -2.540
C 1.615 -1.134 -1.532
Cl 2.462 0.348 -1.835
N -0.421 -1.133 1.770
N -1.706 -1.135 1.431
C -1.969 -0.054 0.743
C -3.284 0.289 0.230
C -3.772 1.595 0.235
C -5.046 1.819 -0.265
N -5.819 0.861 -0.739
C -5.368 -0.381 -0.720
C -4.111 -0.726 -0.248
H 2.271 3.349 2.148
H 3.845 3.024 1.432
H 3.158 4.655 1.337
H 2.140 2.208 0.055
H 2.734 3.219 -2.024
H 4.133 3.107 -0.956
H 3.299 4.658 -1.149
H 0.706 3.979 -1.154
H 1.002 4.886 0.334
H 0.183 2.755 1.583
H -1.018 3.715 0.737
H -1.425 2.026 -0.841
H 0.281 1.553 -0.902
H 2.645 -1.834 1.648
H 3.574 -0.863 0.468
H -0.263 -4.408 -0.944
H -0.508 -3.215 -3.092
H 0.723 -1.106 -3.478
H -3.201 2.409 0.655
H -5.468 2.815 -0.282
H -6.046 -1.131 -1.101
H -3.768 -1.747 -0.239
*
```

Values from the calculation:
Kohn-Sham gap ... 9.1317 eV
ΔE to the lowest compared entry with this formula, charge and spin ... 4.5 kJ/mol
LUMO level ... -2.5 eV
SMILES ... C[NH+](C)CCCn1c(SCc2c(Cl)cccc2Cl)nnc1-c1ccncc1